No. 1
{
  "formula": "C2H2Cl3NO",
  "method": "ωB97M-V/def2-TZVPD",
  "fmax_ev_per_a": 4.2,
  "e_tot_ha": -1587.77506,
  "multiplicity": 3,
  "homo_energy_ev": [-8.645, -9.423],
  "mol_weight_g_mol": 162.4,
  "lumo_energy_ev": [0.46, -3.11],
  "s2": 2.01,
  "homo_lumo_gap_ev": [9.11, 6.32],
  "elements": ["C", "C", "N", "O", "Cl", "Cl", "Cl", "H", "H"],
  "xyz": [[-0.5713, 0.3457, -0.6515], [-0.8481, -0.7958, -1.2717], [-2.6745, 1.2027, 0.4305], [-3.6717, 1.0667, -0.1777], [-0.1346, 1.7487, -1.4642], [-2.7431, 0.4389, 2.0466], [-1.1259, -0.9815, -2.8961], [0.0208, 0.2516, 0.3687], [-0.7570, -1.7783, -0.7636]],
  "forces_ev_per_angstrom": [[3.050, -1.600, 2.337], [0.443, -1.146, 1.626], [0.487, -0.020, 1.369], [-1.346, 0.206, -1.650], [-0.269, 1.237, -0.626], [0.481, -0.016, 0.485], [-0.502, 0.080, -1.650], [-1.995, 0.230, -1.885], [-0.347, 1.030, -0.006]],
  "mulliken_charge": [-0.160, -0.105, 0.234, -0.238, -0.137, -0.035, -0.142, 0.271, 0.312]
}



No. 2
{
  "formula": "C2H2Cl3NSi",
  "method": "ωB97M-V/def2-TZVPD",
  "fmax_ev_per_a": 4.3,
  "e_tot_ha": -1802.38640,
  "smiles": "N#CC[Si](Cl)(Cl)Cl",
  "homo_energy_ev": -11.622,
  "mol_weight_g_mol": 174.5,
  "lumo_energy_ev": 0.32,
  "homo_lumo_gap_ev": 11.95,
  "elements": ["C", "C", "N", "Si", "Cl", "Cl", "Cl", "H", "H"],
  "xyz": [[-0.5243, -1.1668, 1.0925], [0.1125, -0.9319, -0.2177], [-1.0105, -1.1154, 2.1222], [0.1793, 0.9553, -0.2860], [1.2459, 1.9166, 1.1955], [1.1006, 1.4841, -1.9793], [-1.7228, 1.5581, -0.6024], [-0.4399, -1.2825, -0.9712], [1.0592, -1.4174, -0.3536]],
  "forces_ev_per_angstrom": [[0.852, -0.053, -1.407], [1.531, 1.681, 3.605], [-0.511, -0.199, 1.009], [0.363, 0.071, -0.080], [-0.717, -0.601, -0.272], [0.682, 0.115, -0.896], [-0.327, 0.168, 0.532], [-2.622, -1.106, -2.971], [0.749, -0.076, 0.480]],
  "mulliken_charge": [0.230, -0.634, -0.360, 0.716, -0.201, -0.230, -0.206, 0.335, 0.351]
}



No. 3
{
  "formula": "C2H2Cl3O2S",
  "method": "ωB97M-V/def2-TZVPD",
  "fmax_ev_per_a": 2.7,
  "e_tot_ha": -2006.69012,
  "homo_energy_ev": -3.842,
  "mol_weight_g_mol": 196.5,
  "total_charge": -1,
  "lumo_energy_ev": 3.39,
  "homo_lumo_gap_ev": 7.24,
  "elements": ["C", "C", "O", "O", "S", "Cl", "Cl", "Cl", "H", "H"],
  "xyz": [[0.9359, -0.2409, 0.1177], [-0.0352, 0.9089, -0.1127], [-1.7795, -1.2679, 1.2112], [-1.8738, -1.4197, -1.2633], [-2.1425, -0.6281, -0.0885], [2.8017, 0.3553, -0.0465], [-0.1528, 2.0787, 1.2406], [0.3784, 1.8242, -1.5288], [0.8111, -0.6249, 1.1460], [1.0567, -0.9857, -0.6756]],
  "forces_ev_per_angstrom": [[0.358, 1.812, 0.205], [0.114, -2.022, 0.368], [-0.670, 0.731, -1.782], [0.049, -0.419, -0.505], [1.451, 0.264, 2.295], [-0.415, -0.261, 0.602], [0.081, -0.494, 0.167], [-0.221, 0.166, -0.927], [0.241, 0.003, -0.756], [-0.988, 0.221, 0.333]],
  "mulliken_charge": [-0.628, 0.078, -0.508, -0.473, 0.638, -0.325, -0.240, -0.228, 0.361, 0.325]
}



No. 4
{
  "formula": "C2H2Cl3P",
  "method": "ωB97M-V/def2-TZVPD",
  "fmax_ev_per_a": 5.1,
  "e_tot_ha": -1799.25748,
  "smiles": "C=C(Cl)P(Cl)Cl",
  "homo_energy_ev": -9.058,
  "mol_weight_g_mol": 163.4,
  "lumo_energy_ev": -1.56,
  "homo_lumo_gap_ev": 7.50,
  "elements": ["C", "C", "P", "Cl", "Cl", "Cl", "H", "H"],
  "xyz": [[0.2970, 0.2224, -0.6207], [1.1673, 1.1002, -0.2407], [3.4064, 0.6509, -0.1107], [5.0062, -0.7215, 0.8959], [1.2316, 2.7551, -0.2254], [3.2653, -0.5109, -1.6692], [0.3313, -0.8940, -0.7059], [-0.5426, 0.8233, -0.9901]],
  "forces_ev_per_angstrom": [[-1.683, 0.118, -0.813], [4.372, -2.352, 1.318], [-0.066, 0.798, 1.114], [-1.754, 0.871, -0.241], [-0.415, 1.106, -0.041], [-0.048, -0.922, -1.500], [0.245, 1.455, 0.259], [-0.650, -1.074, -0.095]],
  "mulliken_charge": [-0.495, 0.101, 0.467, -0.351, -0.114, -0.106, 0.293, 0.205]
}



No. 5
{
  "formula": "C2H2Cl4N2",
  "method": "ωB97M-V/def2-TZVPD",
  "fmax_ev_per_a": 2.0,
  "e_tot_ha": -2027.62192,
  "smiles": "Cl/C=N\\Cl.N=C(Cl)Cl",
  "homo_energy_ev": -10.421,
  "mol_weight_g_mol": 195.9,
  "lumo_energy_ev": 0.35,
  "homo_lumo_gap_ev": 10.77,
  "elements": ["C", "C", "N", "N", "Cl", "Cl", "Cl", "Cl", "H", "H"],
  "xyz": [[-0.8049, -1.5493, 1.0239], [-0.0082, 1.9728, -0.6150], [0.3595, -1.6662, 0.5875], [-0.9038, 2.0016, -1.4861], [-1.1281, -0.6421, 2.4035], [1.5715, 1.2437, -0.8540], [-2.3474, -2.2000, 0.3263], [-0.4689, 1.7110, -3.1233], [-0.2554, 2.3768, 0.3289], [0.4987, -2.3198, -0.1779]],
  "forces_ev_per_angstrom": [[0.060, -0.632, -1.349], [1.022, -1.223, -1.242], [-0.713, -0.388, 0.456], [-0.512, 0.935, -0.777], [-0.204, 0.653, 0.825], [-0.397, 0.677, 0.432], [1.171, 0.166, 0.251], [-0.141, -0.399, 0.437], [0.041, 0.000, 1.162], [-0.328, 0.210, -0.195]],
  "mulliken_charge": [0.507, -0.012, -0.464, -0.205, -0.124, -0.130, -0.167, -0.073, 0.412, 0.255]
}



No. 6
{
  "formula": "C2H2ClF2P",
  "method": "ωB97M-V/def2-TZVPD",
  "fmax_ev_per_a": 5.5,
  "e_tot_ha": -1078.53433,
  "smiles": "FC(F)[PH]#CCl",
  "homo_energy_ev": -8.829,
  "mol_weight_g_mol": 130.5,
  "lumo_energy_ev": -0.90,
  "homo_lumo_gap_ev": 7.93,
  "elements": ["C", "C", "F", "F", "P", "Cl", "H", "H"],
  "xyz": [[-2.8188, 0.2025, 0.3124], [-0.0157, -1.2645, -0.2688], [-0.6257, -2.4597, -0.0829], [0.2084, -1.0064, -1.4854], [-1.1446, 0.0399, 0.5364], [-3.7617, -1.2204, 0.2655], [0.9116, -1.4615, 0.3810], [-0.6584, 1.2954, 0.0077]],
  "forces_ev_per_angstrom": [[-0.276, -0.492, 0.031], [0.404, -0.704, 5.481], [-0.973, -0.844, -0.702], [0.853, 0.360, -3.590], [0.705, 1.272, -0.155], [0.044, 0.159, -0.108], [-0.601, 1.169, -1.244], [-0.155, -0.919, 0.288]],
  "mulliken_charge": [-0.171, 0.283, -0.227, -0.179, 0.074, -0.067, 0.184, 0.103]
}



No. 7
{
  "formula": "C2H2ClFO2",
  "method": "ωB97M-V/def2-TZVPD",
  "fmax_ev_per_a": 7.3,
  "e_tot_ha": -787.88034,
  "smiles": "O=C[C@@](O)(F)Cl",
  "homo_energy_ev": -10.713,
  "mol_weight_g_mol": 112.5,
  "lumo_energy_ev": 0.26,
  "homo_lumo_gap_ev": 10.97,
  "elements": ["C", "C", "O", "O", "F", "Cl", "H", "H"],
  "xyz": [[0.3316, -0.2745, 0.0872], [-0.9785, 0.3882, -0.7317], [0.1324, -0.8616, 1.1400], [-1.8787, 0.7737, -0.1320], [1.5206, -1.0062, -0.5671], [1.3403, 1.3625, 0.0999], [-0.7972, 0.4232, -1.8210], [0.9296, -1.1389, 1.6311]],
  "forces_ev_per_angstrom": [[3.777, 3.029, -5.496], [4.136, -2.702, -1.175], [-1.598, -2.093, 4.640], [-2.561, 1.037, 1.645], [-2.856, 0.365, 0.030], [-0.716, -0.039, 0.583], [-0.032, 0.162, 0.164], [-0.149, 0.241, -0.391]],
  "mulliken_charge": [0.537, -0.058, -0.322, -0.333, -0.334, -0.233, 0.357, 0.385]
}



No. 8
{
  "formula": "C2H2ClFO2",
  "method": "ωB97M-V/def2-TZVPD",
  "fmax_ev_per_a": 3.9,
  "e_tot_ha": -787.91179,
  "homo_energy_ev": -11.597,
  "mol_weight_g_mol": 112.5,
  "lumo_energy_ev": -0.49,
  "homo_lumo_gap_ev": 11.10,
  "elements": ["C", "C", "O", "O", "F", "Cl", "H", "H"],
  "xyz": [[0.7052, -0.6538, 0.1606], [-0.2169, 0.4476, -0.2507], [0.8655, -1.1117, 1.2342], [-0.6988, 1.1972, 0.6980], [-1.5213, -0.3412, -1.0021], [1.5790, -1.1429, -1.2346], [0.3509, 0.9539, -1.0433], [-1.0637, 0.6508, 1.4379]],
  "forces_ev_per_angstrom": [[-0.418, -0.913, -0.089], [-1.878, -1.178, -1.891], [-0.143, 0.059, 0.605], [-0.861, 0.194, 1.065], [3.216, 1.608, 1.601], [0.781, -0.674, -0.668], [-1.199, 0.496, 0.079], [0.503, 0.409, -0.702]],
  "mulliken_charge": [0.554, 0.160, -0.411, -0.428, -0.406, -0.149, 0.304, 0.377]
}



No. 9
{
  "formula": "C2H2ClFOS",
  "method": "ωB97M-V/def2-TZVPD",
  "fmax_ev_per_a": 9.4,
  "e_tot_ha": -1110.81408,
  "smiles": "O=C(S)[C@@H](F)Cl",
  "homo_energy_ev": -10.465,
  "mol_weight_g_mol": 128.6,
  "lumo_energy_ev": -0.48,
  "homo_lumo_gap_ev": 9.98,
  "elements": ["C", "C", "H", "H", "O", "F", "S", "Cl"],
  "xyz": [[-0.4130, 0.2365, -0.1157], [0.5783, -0.5595, 0.6513], [-1.1179, 1.4865, -2.1859], [1.4514, 0.2731, 0.7625], [-1.6421, 0.2389, 0.4117], [-0.0146, -0.6601, 2.0569], [0.0950, 1.1140, -1.4924], [1.0628, -2.1294, -0.0885]],
  "forces_ev_per_angstrom": [[-8.809, -0.722, 3.139], [1.402, 2.042, 3.119], [1.416, -0.780, 1.620], [-1.232, -2.736, 0.094], [6.194, 0.377, -3.545], [2.089, -0.466, -3.711], [-0.546, 0.728, -1.712], [-0.516, 1.558, 0.997]],
  "mulliken_charge": [0.394, 0.183, 0.212, 0.257, -0.490, -0.259, -0.205, -0.092]
}



No. 10
{
  "formula": "C2H2ClI",
  "method": "ωB97M-V/def2-TZVPD",
  "fmax_ev_per_a": 1.8,
  "e_tot_ha": -835.18971,
  "smiles": "C#CCl.I",
  "homo_energy_ev": -10.095,
  "mol_weight_g_mol": 188.4,
  "lumo_energy_ev": 0.28,
  "homo_lumo_gap_ev": 10.37,
  "elements": ["C", "C", "Cl", "I", "H", "H"],
  "xyz": [[-0.2938, -0.4639, -3.6577], [-1.3717, 0.0200, -3.3648], [1.2451, -0.6276, -4.2152], [-2.0263, -0.9063, 1.5485], [-2.4902, 0.3419, 0.5077], [-2.3839, 0.0120, -3.0295]],
  "forces_ev_per_angstrom": [[-0.809, 1.463, -0.042], [0.858, -1.570, -0.028], [-0.073, -0.282, 0.125], [-0.406, 1.082, -0.913], [0.414, -1.080, 0.906], [0.016, 0.386, -0.047]],
  "mulliken_charge": [0.043, -0.275, -0.110, -0.092, 0.091, 0.343]
}



Please write out number 3 again, unchanged.
{
  "formula": "C2H2Cl3O2S",
  "method": "ωB97M-V/def2-TZVPD",
  "fmax_ev_per_a": 2.7,
  "e_tot_ha": -2006.69012,
  "homo_energy_ev": -3.842,
  "mol_weight_g_mol": 196.5,
  "total_charge": -1,
  "lumo_energy_ev": 3.39,
  "homo_lumo_gap_ev": 7.24,
  "elements": ["C", "C", "O", "O", "S", "Cl", "Cl", "Cl", "H", "H"],
  "xyz": [[0.9359, -0.2409, 0.1177], [-0.0352, 0.9089, -0.1127], [-1.7795, -1.2679, 1.2112], [-1.8738, -1.4197, -1.2633], [-2.1425, -0.6281, -0.0885], [2.8017, 0.3553, -0.0465], [-0.1528, 2.0787, 1.2406], [0.3784, 1.8242, -1.5288], [0.8111, -0.6249, 1.1460], [1.0567, -0.9857, -0.6756]],
  "forces_ev_per_angstrom": [[0.358, 1.812, 0.205], [0.114, -2.022, 0.368], [-0.670, 0.731, -1.782], [0.049, -0.419, -0.505], [1.451, 0.264, 2.295], [-0.415, -0.261, 0.602], [0.081, -0.494, 0.167], [-0.221, 0.166, -0.927], [0.241, 0.003, -0.756], [-0.988, 0.221, 0.333]],
  "mulliken_charge": [-0.628, 0.078, -0.508, -0.473, 0.638, -0.325, -0.240, -0.228, 0.361, 0.325]
}